# 1
6
Properties=species:S:1:pos:R:3 method="wB97M-V/def2-TZVPD" homo_lumo_gap_ha="0.2816 / 0.2803" molar_mass_g_mol=67.0 e_homo_ev="-10.0 / -9.9" e_lumo_ev="-2.296 / -2.237"
C -0.280 1.653 -0.056
C -2.254 -0.127 0.317
C -0.047 0.400 -0.466
N -0.591 2.751 0.246
O -3.265 -0.105 -0.166
H 0.573 -0.143 0.064

---

# 2
182
Properties=species:S:1:pos:R:3 method="wB97M-V/def2-TZVPD" homo_lumo_gap_ha=0.2496 molar_mass_g_mol=1416.5 total_charge=+2 e_homo_ev=-10.7 e_lumo_ev=-3.906
C 0.559 -8.550 -5.441
C -0.534 -7.789 -4.773
C -0.357 -6.235 -4.346
N -1.690 -5.661 -3.868
C -2.799 -5.621 -4.923
C -1.456 -4.186 -3.432
C -1.168 -4.313 -1.908
C -2.105 -5.458 -1.428
C -2.303 -6.396 -2.695
H 1.005 -8.040 -6.294
H 0.056 -9.391 -5.867
H 1.314 -8.961 -4.762
H -0.792 -8.438 -3.938
H -1.378 -7.857 -5.458
H -0.080 -5.565 -5.186
H 0.270 -6.128 -3.436
H -2.302 -5.349 -5.835
H -3.639 -5.029 -4.619
H -3.216 -6.643 -5.053
H -2.330 -3.522 -3.583
H -0.671 -3.793 -4.091
H -1.454 -3.382 -1.425
H -0.116 -4.526 -1.768
H -3.078 -5.106 -1.157
H -1.657 -6.005 -0.550
H -3.359 -6.571 -2.844
H -1.810 -7.349 -2.625
C -5.112 2.539 3.683
C -3.658 2.003 3.521
C -2.712 2.749 4.477
N -1.306 2.220 4.590
C -0.630 2.124 3.312
C -1.224 0.845 5.237
C -0.799 1.060 6.682
C -0.927 2.598 6.890
C -0.481 3.097 5.491
H -5.232 3.617 3.561
H -5.546 2.091 4.597
H -5.719 2.168 2.838
H -3.369 2.050 2.423
H -3.584 0.907 3.685
H -3.170 2.903 5.457
H -2.643 3.763 4.100
H 0.329 1.693 3.557
H -0.540 3.133 2.954
H -1.128 1.438 2.593
H -0.499 0.295 4.665
H -2.213 0.428 5.148
H 0.258 0.847 6.704
H -1.392 0.403 7.303
H -0.224 2.886 7.686
H -1.966 2.898 7.093
H 0.579 2.832 5.268
H -0.648 4.139 5.270
C -3.356 4.688 -0.289
C -1.892 5.038 -0.389
O -1.566 5.638 -1.414
N -0.991 4.487 0.416
H -1.355 4.114 1.242
H -1.584 1.596 -0.038
C 0.416 4.698 0.186
H -3.741 4.004 0.494
H -3.636 4.302 -1.270
H -3.973 5.577 -0.083
H 0.665 5.748 0.468
H 0.825 4.466 -0.779
H 0.898 4.011 0.900
C 1.724 2.742 -7.730
C 1.346 1.602 -6.836
O 0.367 1.022 -6.654
N 2.562 1.131 -5.757
H 3.484 1.263 -6.176
H 2.523 1.743 -4.933
C 2.384 -0.292 -5.326
H 2.709 2.606 -8.186
H 1.705 3.639 -7.097
H 0.924 2.776 -8.439
H 1.375 -0.374 -4.926
H 3.022 -0.572 -4.496
H 2.426 -0.954 -6.200
C 4.796 4.183 2.219
C 3.863 5.245 2.535
O 2.960 5.341 3.329
N 4.190 6.582 1.805
H 5.174 6.809 1.713
H 3.867 6.540 0.800
C 3.571 7.824 2.498
H 4.416 3.285 2.736
H 5.782 4.368 2.652
H 4.887 4.009 1.145
H 2.525 7.504 2.480
H 3.633 8.756 1.936
H 3.925 7.922 3.552
C 3.217 -5.301 1.540
C 3.132 -4.690 2.880
O 2.517 -5.050 3.887
N 3.930 -3.437 2.925
H 3.335 -2.715 2.558
H 4.130 -3.166 3.918
C 5.140 -3.518 2.130
H 3.164 -4.502 0.798
H 2.349 -5.905 1.348
H 4.118 -5.902 1.350
H 5.756 -2.621 2.322
H 5.058 -3.534 1.054
H 5.671 -4.403 2.435
C -5.163 0.103 0.356
C -5.438 -1.043 1.255
O -6.335 -1.266 2.000
N -4.503 -2.287 1.121
H -4.401 -2.492 0.146
H -3.546 -1.999 1.484
C -4.902 -3.526 1.782
H -4.136 0.288 0.020
H -5.577 0.971 0.842
H -5.701 -0.070 -0.581
H -4.285 -4.405 1.618
H -5.932 -3.818 1.507
H -4.949 -3.199 2.814
C 3.541 5.199 -3.269
O 4.257 3.911 -2.961
O 2.318 5.026 -3.364
C 4.167 6.087 -2.135
F 4.016 7.398 -2.378
F 3.493 5.890 -0.924
F 5.450 5.917 -1.756
C 5.090 3.218 -3.770
C 5.265 1.787 -3.280
H 4.302 1.281 -3.283
H 6.085 1.201 -3.749
H 5.482 1.892 -2.210
H 6.115 3.624 -3.722
H 4.780 3.327 -4.838
H 4.202 5.625 -4.223
C -5.232 -1.774 -3.474
O -4.924 -0.616 -2.532
O -4.268 -2.003 -4.253
C -5.445 -2.956 -2.464
F -5.859 -2.777 -1.242
F -6.220 -3.934 -2.943
F -4.230 -3.648 -2.280
C -4.564 0.465 -3.465
C -3.805 1.591 -2.797
H -2.812 1.345 -2.421
H -3.686 2.398 -3.542
H -4.400 1.896 -1.936
H -5.520 0.927 -3.826
H -4.014 0.132 -4.311
H -6.278 -1.513 -3.768
C -0.262 0.287 0.037
O 0.668 1.276 0.451
O -1.566 0.739 0.186
C 0.087 0.040 -1.409
F 1.235 -0.669 -1.409
F -0.861 -0.729 -2.031
F 0.236 1.194 -2.146
C 1.688 0.610 1.185
C 2.588 1.707 1.700
H 2.190 2.159 2.611
H 3.580 1.316 1.936
H 2.771 2.436 0.905
H 2.299 0.005 0.554
H 1.378 0.077 2.075
H -0.106 -0.612 0.628
N -0.358 -2.851 3.334
S 0.121 -3.326 2.035
O 0.077 -4.675 1.654
O 1.247 -2.510 1.810
F -1.069 -2.870 1.120
S -1.695 -2.959 4.096
O -1.572 -2.220 5.279
O -2.405 -4.141 3.845
F -2.603 -1.979 3.222
N 3.822 -0.932 4.360
S 2.778 -0.043 5.234
O 1.658 0.215 4.324
O 3.288 1.039 6.068
F 2.319 -1.105 6.188
S 5.251 -0.029 4.047
O 5.151 1.363 3.929
O 5.878 -0.726 2.967
F 6.028 -0.446 5.243

---

# 3
18
Properties=species:S:1:pos:R:3 method="wB97M-V/def2-TZVPD" homo_lumo_gap_ha="0.0818 / 0.0804" molar_mass_g_mol=372.6 e_homo_ev="-7.6 / -7.5" e_lumo_ev="-5.327 / -5.348"
O -4.034 1.659 -1.162
C -2.917 1.077 -0.988
O -2.611 0.095 -1.734
O -2.115 1.532 -0.068
C -0.824 0.910 0.100
O 1.141 1.033 1.429
C 3.115 -2.211 0.162
C -0.086 1.601 1.242
O 3.805 -1.179 0.001
O 1.871 -2.215 0.332
Hg -4.303 0.299 -2.531
Li 2.105 -0.175 0.535
H -0.261 1.011 -0.839
H -0.968 -0.157 0.321
H -0.037 2.687 0.994
H -0.736 1.535 2.145
O 3.750 -3.397 -0.016
H 3.104 -4.106 0.078

---

# 4
175
Properties=species:S:1:pos:R:3 method="wB97M-V/def2-TZVPD" homo_lumo_gap_ha=0.2812 molar_mass_g_mol=1693.5 e_homo_ev=-7.6 e_lumo_ev=0.074
C 4.461 -7.532 -4.512
O 5.053 -7.039 -5.730
C 5.316 -5.652 -5.485
C 5.739 -4.851 -6.765
C 4.902 -3.535 -7.000
C 3.338 -3.766 -7.044
C 2.767 -2.989 -8.301
C 2.556 -1.463 -7.881
C 1.136 -1.396 -7.191
C 0.888 -0.087 -6.353
C -0.077 -0.254 -5.122
C 0.317 -1.466 -4.156
C -0.989 -2.391 -4.105
C -1.254 -3.181 -5.432
C -2.782 -3.657 -5.402
C -2.957 -5.126 -4.886
O -4.337 -5.340 -4.494
O 0.496 -1.000 -2.803
C 1.860 -1.055 -2.345
C 1.814 -0.276 -0.931
C 3.218 0.003 -0.304
O 3.770 1.299 -0.660
C 2.373 -2.506 -2.006
O 3.192 -3.097 -3.055
C 4.405 -3.575 -2.496
Cl 4.192 -5.073 -1.492
C 1.211 -3.540 -1.748
C 1.039 -4.681 -2.648
C 0.006 -5.688 -2.432
C -0.891 -5.618 -1.299
C -0.742 -4.475 -0.412
C 0.291 -3.469 -0.631
P 2.965 -0.090 -3.535
C 2.580 1.731 -3.584
C 4.787 -0.445 -3.330
H 5.124 -7.195 -3.662
H 3.463 -7.044 -4.310
H 4.359 -8.638 -4.512
H 4.365 -5.211 -5.067
H 6.142 -5.586 -4.724
H 6.798 -4.509 -6.589
H 5.758 -5.461 -7.700
H 5.158 -2.710 -6.290
H 5.208 -3.162 -8.017
H 3.077 -4.860 -7.064
H 2.895 -3.378 -6.083
H 1.723 -3.386 -8.444
H 3.397 -3.104 -9.210
H 3.381 -1.083 -7.232
H 2.566 -0.823 -8.808
H 0.394 -1.380 -8.039
H 1.012 -2.348 -6.628
H 0.385 0.642 -7.053
H 1.880 0.359 -6.117
H -1.117 -0.336 -5.510
H 0.019 0.680 -4.503
H 1.151 -2.083 -4.560
H -1.841 -1.659 -4.003
H -1.028 -3.030 -3.193
H -0.593 -4.078 -5.528
H -1.183 -2.527 -6.340
H -3.106 -3.657 -6.483
H -3.425 -2.903 -4.893
H -2.767 -5.840 -5.728
H -2.305 -5.292 -3.998
H -4.812 -5.750 -5.231
H 1.187 -0.807 -0.179
H 1.326 0.716 -1.136
H 3.971 -0.805 -0.463
H 3.065 0.065 0.812
H 4.728 1.278 -0.501
H 3.006 -2.552 -1.078
H 4.951 -2.769 -1.935
H 5.080 -3.846 -3.347
H 1.686 -4.854 -3.533
H -0.069 -6.551 -3.135
H -1.637 -6.423 -1.163
H -1.427 -4.426 0.460
H 0.362 -2.642 0.110
H 2.536 2.015 -4.669
H 3.397 2.323 -3.112
H 1.622 1.993 -3.070
H 5.186 -0.415 -2.288
H 5.012 -1.389 -3.878
H 5.335 0.365 -3.891
F 2.495 7.052 -1.793
C 3.396 7.981 -1.420
F 3.774 8.629 -2.549
C 4.620 7.370 -0.733
F 5.313 6.582 -1.587
F 5.457 8.398 -0.409
C 4.357 6.586 0.568
O 4.258 5.163 0.471
C 3.025 4.616 0.113
F 2.071 5.568 0.166
F 2.717 3.726 1.081
C 3.070 3.893 -1.234
F 3.472 4.718 -2.229
F 1.837 3.443 -1.568
H 2.901 8.705 -0.766
H 5.238 6.743 1.193
H 3.530 7.009 1.142
H 3.765 3.041 -1.194
F -2.685 7.690 2.526
C -1.392 7.964 2.261
F -1.221 9.287 2.502
C -1.005 7.639 0.817
F -1.679 8.424 -0.052
F 0.315 7.962 0.669
C -1.152 6.167 0.378
O -2.343 5.816 -0.332
C -3.485 5.515 0.409
F -3.166 5.379 1.710
F -3.895 4.298 -0.005
C -4.613 6.522 0.178
F -4.228 7.779 0.480
F -5.682 6.243 0.963
H -0.767 7.411 2.968
H -0.356 5.990 -0.346
H -0.945 5.471 1.192
H -4.939 6.513 -0.864
F -1.227 -2.765 5.206
C -1.198 -3.062 3.892
F -0.862 -1.918 3.245
C -2.542 -3.580 3.376
F -3.496 -2.630 3.463
F -2.389 -3.840 2.043
C -3.067 -4.878 4.024
O -4.029 -4.744 5.073
C -3.561 -4.513 6.366
F -2.228 -4.704 6.416
F -4.106 -5.475 7.142
C -3.984 -3.144 6.906
F -3.554 -2.142 6.115
F -3.452 -2.937 8.133
H -0.403 -3.792 3.717
H -3.613 -5.402 3.237
H -2.259 -5.557 4.301
H -5.072 -3.072 6.978
F -6.307 9.805 4.805
C -6.201 9.563 3.484
F -5.832 10.733 2.906
C -7.510 9.064 2.869
F -8.475 10.009 2.938
F -7.281 8.864 1.539
C -8.064 7.740 3.439
O -9.085 7.838 4.437
C -8.696 8.028 5.764
F -7.371 7.837 5.887
F -9.285 7.039 6.473
C -9.156 9.377 6.322
F -8.683 10.406 5.592
F -8.703 9.546 7.587
H -5.394 8.841 3.326
H -8.563 7.239 2.607
H -7.271 7.053 3.738
H -10.247 9.442 6.329
F 1.991 -3.778 8.996
C 0.973 -2.921 9.209
F 1.533 -1.715 9.474
C 0.077 -3.350 10.372
F 0.757 -3.330 11.540
F -0.904 -2.411 10.493
C -0.630 -4.713 10.228
O -0.020 -5.836 10.869
C 1.000 -6.507 10.191
F 1.051 -6.093 8.911
F 0.633 -7.806 10.150
C 2.350 -6.396 10.905
F 2.723 -5.112 11.067
F 3.320 -7.003 10.181
H 0.396 -2.828 8.284
H -1.587 -4.608 10.743
H -0.896 -4.933 9.193
H 2.305 -6.863 11.892

---

# 5
13
Properties=species:S:1:pos:R:3 method="wB97M-V/def2-TZVPD" homo_lumo_gap_ha=0.3244 molar_mass_g_mol=98.1 e_homo_ev=-8.1 e_lumo_ev=0.774
N 0.192 0.495 -2.001
C 0.091 0.062 -0.661
C -0.669 0.511 0.397
O -1.315 1.729 0.359
C -0.423 -0.306 1.532
C 0.480 -1.249 1.114
N 0.785 -1.017 -0.201
H 0.227 1.510 -2.033
H -0.671 0.244 -2.480
H -0.228 1.791 0.567
H -0.866 -0.210 2.515
H 0.918 -2.074 1.649
H 1.478 -1.486 -0.757

---

# 6
17
Properties=species:S:1:pos:R:3 method="wB97M-V/def2-TZVPD" homo_lumo_gap_ha=0.4431 molar_mass_g_mol=108.1 e_homo_ev=-11.2 e_lumo_ev=0.848
C 0.446 1.076 -0.879
C -0.025 0.044 0.072
C 0.620 0.358 1.425
C -1.572 -0.180 0.040
C 0.476 -1.233 -0.476
F 1.847 -1.268 -0.727
F 0.259 -2.353 0.201
H 1.473 0.830 -1.216
H 0.544 2.152 -0.624
H -0.155 1.127 -1.789
H -0.005 1.226 1.712
H 1.718 0.428 1.396
H 0.346 -0.392 2.213
H -1.992 -0.691 0.895
H -1.964 0.955 -0.024
H -2.054 -0.671 -0.799
H 0.038 -1.408 -1.418

---

# 7
13
Properties=species:S:1:pos:R:3 method="wB97M-V/def2-TZVPD" homo_lumo_gap_ha=0.3309 molar_mass_g_mol=98.1 e_homo_ev=-8.1 e_lumo_ev=0.951
C -0.115 1.796 -0.184
O 0.770 0.723 0.125
C 0.739 -0.183 -0.910
C 0.102 -1.333 -0.710
C -0.437 -1.630 0.612
C -0.225 -0.841 1.661
O -0.130 -0.264 2.670
H 0.093 2.596 0.525
H 0.060 2.147 -1.210
H -1.161 1.469 -0.104
H 1.265 0.134 -1.805
H -0.005 -2.061 -1.508
H -0.957 -2.553 0.837

---

# 8
17
Properties=species:S:1:pos:R:3 method="wB97M-V/def2-TZVPD" homo_lumo_gap_ha=0.3980 molar_mass_g_mol=98.1 e_homo_ev=-9.7 e_lumo_ev=1.080
C 1.328 -1.195 -1.369
C 0.712 -0.015 -1.314
C 0.928 0.951 -0.193
C -0.343 1.204 0.619
C -0.800 -0.051 1.373
C -1.631 -0.946 0.477
O -2.555 -0.550 -0.179
H 2.133 -1.381 -0.670
H 1.166 -1.873 -2.197
H -0.104 0.182 -2.007
H 1.302 1.897 -0.620
H 1.725 0.559 0.443
H -0.172 2.036 1.304
H -1.123 1.522 -0.070
H -1.331 0.283 2.263
H 0.077 -0.616 1.681
H -1.311 -2.007 0.459

---

# 9
11
Properties=species:S:1:pos:R:3 method="wB97M-V/def2-TZVPD" homo_lumo_gap_ha=0.3518 molar_mass_g_mol=90.2 e_homo_ev=-8.8 e_lumo_ev=0.797
H -1.574 1.570 -0.097
N -0.653 1.147 -0.061
C -0.776 -0.116 0.082
N -1.936 -0.805 0.044
S 0.699 -1.089 -0.011
C 2.041 0.159 0.032
H -2.879 -0.313 0.189
H -1.856 -1.749 -0.261
H 2.893 -0.359 -0.416
H 2.376 0.585 1.009
H 1.666 0.972 -0.510